Record 1
This record from the Open Molecules 2025 dataset describes 2 unconnected molecules or ions with the total composition C4H13N2O. The level of theory is ωB97M-V/def2-TZVPD.

The geometry in XYZ format:
```
20
Properties=species:S:1:pos:R:3
C 1.92283 0.11066 2.87382
C 1.32629 0.34750 1.45580
N 2.12795 -0.35644 0.45059
H 2.96614 0.41026 2.94815
H 1.32269 0.62859 3.60559
H 1.84744 -0.99199 3.12134
H 0.27378 -0.07181 1.43157
H 1.41911 1.47128 1.26669
H 1.50512 -0.54828 -0.39122
H 2.85797 0.28820 0.11285
C -2.63283 0.35986 -0.40883
N -2.13345 0.15463 -1.80596
C -0.65330 0.08069 -1.81697
O -0.04614 -0.84609 -1.04133
H -2.18614 -0.34177 0.32926
H -3.76618 0.22319 -0.41486
H -2.50245 1.40305 -0.13545
H -2.45737 -0.74483 -2.19862
H -0.28626 1.07881 -1.56191
H -0.36425 -0.01558 -2.91812
```

As for the energy above the lowest of the compared OMol25 structures with the same formula, charge and spin: 90.7 kJ/mol. As for the total charge: -1. The frontier orbital gap comes out at 7.0 eV. The largest force on an atom comes out at 2.06 eV/Å. The total energy is -344.92631 Ha. The LUMO energy comes out at 4.11 eV.

=====

Record 2
This record from the Open Molecules 2025 dataset describes 2 unconnected molecules or ions with the total composition C4H13N2O. The level of theory is ωB97M-V/def2-TZVPD.

The geometry in XYZ format:
```
20
Properties=species:S:1:pos:R:3
C -2.21422 0.42662 -0.76598
C -1.94438 -0.98883 -0.26105
C -0.51228 -1.08210 0.34657
N 1.79733 0.54476 -0.28459
C 1.41674 -0.47009 -1.06622
N 0.43513 -1.26041 -0.75369
H -2.21438 1.19606 0.00175
H -1.49281 0.64671 -1.55354
H -3.20218 0.47031 -1.22345
H -1.95068 -1.64381 -1.13301
H -2.62002 -1.43595 0.46478
H -0.32563 -1.87759 1.06370
H -0.28435 -0.14351 0.84670
H 2.09099 1.43847 -0.62662
H 1.96800 0.48403 0.71492
H 2.01528 -0.67591 -1.94783
H 0.32402 -2.01108 -1.42799
H 2.74643 1.70344 2.94364
H 1.78978 2.75732 2.45935
O 2.17722 1.92156 2.20255
```

As for the energy above the lowest of the compared OMol25 structures with the same formula, charge and spin: 119.1 kJ/mol. As for the total charge: +1. The frontier orbital gap comes out at 11.1 eV. The largest force on an atom comes out at 1.30 eV/Å. The total energy is -344.72150 Ha. The LUMO energy comes out at -3.63 eV.

=====

Record 3
This record from the Open Molecules 2025 dataset describes 2 unconnected molecules or ions with the total composition C4H13N2O. The level of theory is ωB97M-V/def2-TZVPD.

The geometry in XYZ format:
```
20
Properties=species:S:1:pos:R:3
C 2.70396 -0.22727 -0.03879
C 1.66703 -0.75006 -1.03563
C 0.83969 0.46590 -1.53601
N -0.26876 0.78593 -0.42800
C -1.42408 0.24820 0.00468
N -2.35426 -0.40835 -0.75983
H 3.53620 0.43436 -0.48491
H 2.22789 0.27737 0.90713
H 3.27157 -1.02898 0.40231
H 2.21023 -1.13492 -1.94965
H 0.97587 -1.50624 -0.61981
H 1.46237 1.27397 -1.73894
H 0.31627 0.18910 -2.41372
H 0.30680 0.99785 0.40661
H -1.87974 0.58452 0.95716
H -3.14342 -0.52980 -0.26673
H -2.23667 -0.80063 -1.65371
H -2.60573 1.15519 3.23363
H -2.87572 -0.17115 3.95986
O -2.72948 0.14502 3.05435
```

As for the energy above the lowest of the compared OMol25 structures with the same formula, charge and spin: 216.4 kJ/mol. As for the total charge: +1. The frontier orbital gap comes out at 11.4 eV. The largest force on an atom comes out at 5.61 eV/Å. The total energy is -344.68443 Ha. The LUMO energy comes out at -3.61 eV.

=====

Record 4
This record from the Open Molecules 2025 dataset describes 2 unconnected molecules or ions with the total composition C4H13N2O. The level of theory is ωB97M-V/def2-TZVPD.

The geometry in XYZ format:
```
20
Properties=species:S:1:pos:R:3
C -2.30143 0.66477 -2.22689
C -1.17708 1.21882 -1.40240
O -1.03544 0.92414 -0.20630
N -0.25148 1.94161 -2.05641
H -2.05249 -0.36121 -2.47989
H -2.45552 1.20161 -3.15600
H 0.46418 2.38820 -1.50281
H -0.45028 2.40746 -2.92989
H -3.26066 0.67417 -1.70467
C 1.20234 -1.65966 1.75170
C 2.33646 -0.63075 1.78124
N -0.08179 -0.95764 1.36032
H 1.43053 -2.33961 0.94198
H 1.01941 -2.04849 2.73911
H 2.24138 0.01888 2.65166
H 2.33374 -0.03293 0.87005
H 0.06913 -0.11274 0.79327
H -0.72365 -1.52973 0.81525
H -0.58759 -0.59483 2.16919
H 3.28023 -1.17206 1.79147
```

As for the energy above the lowest of the compared OMol25 structures with the same formula, charge and spin: 32.5 kJ/mol. As for the total charge: +1. The frontier orbital gap comes out at 11.0 eV. The largest force on an atom comes out at 1.64 eV/Å. The total energy is -344.75445 Ha. The LUMO energy comes out at -3.01 eV.

=====

Record 5
This record from the Open Molecules 2025 dataset describes 2 unconnected molecules or ions with the total composition C4H13N2O. The level of theory is ωB97M-V/def2-TZVPD.

The geometry in XYZ format:
```
20
Properties=species:S:1:pos:R:3
C -1.81479 -2.08480 0.88520
C -0.41450 -1.56522 1.09719
C -0.06785 -0.38863 0.20326
C -0.80274 0.21609 -0.71482
N -0.56140 1.51287 -1.20629
N 1.16206 0.34117 0.62315
H -1.93306 -3.09780 1.26976
H -2.64030 -1.49324 1.28658
H -2.02479 -2.31151 -0.16195
H 0.30455 -2.37107 0.94197
H -0.30139 -1.16016 2.10646
H -1.71311 -0.29885 -1.01493
H -1.40187 1.86201 -1.64245
H 0.22569 1.55781 -1.84076
H 1.53864 -0.09236 1.47034
H 0.96431 1.28610 0.95660
H 1.89590 0.46624 -0.08299
H 1.99520 3.11294 -1.36768
H 3.25811 2.29500 -1.54497
O 2.33134 2.21342 -1.26367
```

As for the energy above the lowest of the compared OMol25 structures with the same formula, charge and spin: 161.7 kJ/mol. As for the total charge: +1. The frontier orbital gap comes out at 10.0 eV. The largest force on an atom comes out at 1.39 eV/Å. The total energy is -344.70527 Ha. The LUMO energy comes out at -3.15 eV.

=====

Record 6
This record from the Open Molecules 2025 dataset describes a gas-phase ion, C4H13N2O (charge +1). The level of theory is ωB97M-V/def2-TZVPD.

The geometry in XYZ format:
```
20
Properties=species:S:1:pos:R:3
N -0.88700 -1.63174 -0.77976
C -0.24033 -0.58074 -0.08583
C -1.21463 0.60759 0.18098
N -2.44320 0.03345 0.84920
C 0.97942 -0.06961 -0.94440
C 1.81173 1.00336 -0.31717
O 2.26389 0.58106 0.98278
H -0.72043 -2.50583 -0.30576
H -0.68576 -1.81258 -1.77602
H 0.08197 -0.85756 0.90611
H -0.94143 1.56157 0.62613
H -1.47439 0.75409 -0.89176
H -2.75757 -0.81194 0.36506
H -2.23069 -0.13915 1.83548
H -3.22002 0.70131 0.80142
H 0.55878 0.31474 -1.88748
H 1.54449 -0.93525 -1.28558
H 1.33790 1.99851 -0.32181
H 2.75650 1.16640 -0.87875
H 2.79694 1.37056 1.16556
```

As for the energy above the lowest of the compared OMol25 structures with the same formula, charge and spin: 200.3 kJ/mol. As for the total charge: +1. The frontier orbital gap comes out at 10.2 eV. The largest force on an atom comes out at 3.25 eV/Å. The total energy is -344.69055 Ha. The LUMO energy comes out at -3.43 eV. Its structure (SMILES) is N[C@H](C[NH3+])CCO.